This record from OMol25 describes a molecular structure, C28H29N3NiOPS. The level of theory is ωB97M-V/def2-TZVPD.

Last column: natural (NBO) charge in e.
Cartesian coordinates (Å):
1 Ni 0.40561 -1.07336 0.19298  0.8186
2 C -2.49676 3.13550 -2.53417  -0.1950
3 C -1.13307 3.34867 -2.40610  -0.2189
4 C -0.26277 2.27367 -2.26530  -0.1367
5 C -0.76185 0.97752 -2.24910  -0.3796
6 C -2.13663 0.76681 -2.37552  -0.2059
7 C -3.00005 1.83958 -2.52349  -0.2079
8 P 0.29758 -0.45985 -1.94091  0.9433
9 C 0.30283 -1.46444 -3.44798  -0.2822
10 C -0.21640 -0.99331 -4.65108  -0.2285
11 C -0.14098 -1.78504 -5.78879  -0.1918
12 C 0.44849 -3.03911 -5.72643  -0.1902
13 C 0.96467 -3.51059 -4.52665  -0.2046
14 C 0.88626 -2.72785 -3.38626  -0.2034
15 C 1.95587 0.12153 -1.59194  -0.4545
16 C 3.00167 0.70126 -2.30946  -0.1367
17 C 4.17410 0.95421 -1.62361  -0.2353
18 C 4.29532 0.61141 -0.27427  -0.1863
19 C 3.25964 0.00059 0.41546  -0.2404
20 C 2.06471 -0.25431 -0.25924  -0.2081
21 H -3.16691 3.97691 -2.65006  0.2246
22 H -0.74016 4.35700 -2.42349  0.2234
23 H 0.80096 2.44823 -2.16321  0.2215
24 H -2.52736 -0.24635 -2.37746  0.2108
25 H -4.06262 1.66808 -2.63767  0.2216
26 H -0.66984 -0.01174 -4.70068  0.2250
27 H -0.54131 -1.41889 -6.72485  0.2228
28 H 0.50501 -3.65213 -6.61627  0.2241
29 H 1.42378 -4.48906 -4.48046  0.2241
30 H 1.28410 -3.09028 -2.44463  0.2233
31 H 2.90490 0.94048 -3.36196  0.2150
32 H 5.01278 1.40808 -2.13554  0.2217
33 H 5.23015 0.81081 0.23574  0.2180
34 H 3.39882 -0.29216 1.44866  0.2076
35 O -0.34520 0.41354 1.52949  -0.6995
36 C 0.10753 1.40946 2.09084  0.7581
37 C -0.78496 2.55072 2.48445  -0.5116
38 C -0.79963 2.54802 4.03778  -0.3944
39 C -0.59336 1.16349 4.69806  -0.4192
40 C 0.87454 0.72297 4.88478  -0.4152
41 C 1.62085 0.37717 3.59265  -0.2253
42 N 1.36913 1.44388 2.60649  -0.6176
43 H -1.77332 2.37028 2.06722  0.2328
44 H -0.42114 3.50578 2.10101  0.2412
45 H -1.74848 2.97065 4.36723  0.2298
46 H -0.02537 3.22323 4.41131  0.2025
47 H -1.14673 0.39910 4.14095  0.1986
48 H -1.04645 1.20030 5.68941  0.2302
49 H 0.91610 -0.13757 5.55654  0.2230
50 H 1.40737 1.53245 5.39495  0.2030
51 H 1.27259 -0.55972 3.15891  0.2167
52 H 2.69171 0.28370 3.76758  0.2165
53 H 1.59557 2.35066 2.99471  0.3798
54 S 0.84874 -3.15017 1.51487  -0.1344
55 C -0.79491 -2.89083 1.62043  0.2365
56 N -1.56489 -3.45816 2.59783  -0.5130
57 C -2.88820 -3.20558 2.69553  0.1270
58 C -3.46881 -2.32641 1.83321  -0.3424
59 C -2.63528 -1.71177 0.88069  0.1876
60 N -1.36388 -2.00790 0.76070  -0.5319
61 H -1.09937 -4.07828 3.24707  0.4497
62 H -3.42249 -3.71869 3.48255  0.2429
63 H -4.52002 -2.09526 1.89137  0.2585
64 H -3.02221 -0.95696 0.20511  0.2308

The HOMO energy (spin up / spin down) comes out at -10.461 / -10.740 eV. The calculation puts the total energy at -97186.4924 eV. Its molar mass is 545.29 g/mol. The energy above the lowest of the compared OMol25 structures with the same formula, charge and spin comes out at 47.6 kJ/mol. As for the total charge: +1.